A molecular structure, C37H37KNPS3 at a distorted geometry. Source: the OMol25 dataset; level of theory: the ωB97M-V functional and the def2-TZVPD basis.

Element x y z (Å)
K  -0.577  1.923  0.865
C  3.595  -2.477  0.913
C  4.583  -1.935  -0.125
C  4.143  -2.358  -1.556
C  5.995  -2.503  0.115
C  4.558  -0.418  -0.050
C  5.707  0.378  -0.116
C  5.659  1.761  -0.087
C  4.435  2.404  -0.026
S  4.090  4.109  -0.061
C  2.369  3.772  -0.086
N  2.087  2.462  -0.026
C  3.227  1.666  0.021
C  3.318  0.276  0.037
C  1.401  4.826  -0.199
C  1.684  6.248  -0.266
C  0.736  7.236  -0.416
C  -0.575  6.813  -0.518
C  -0.918  5.428  -0.457
C  0.062  4.493  -0.270
H  3.693  -3.541  1.091
H  2.555  -2.281  0.579
H  3.707  -1.981  1.884
H  4.110  -3.453  -1.611
H  4.848  -2.008  -2.310
H  3.134  -1.988  -1.805
H  5.929  -3.602  0.111
H  6.381  -2.230  1.095
H  6.702  -2.190  -0.671
H  6.707  -0.087  -0.190
H  6.609  2.316  -0.133
H  2.396  -0.331  0.073
H  2.716  6.553  -0.153
H  1.024  8.304  -0.467
H  -1.376  7.531  -0.672
H  -1.982  5.200  -0.540
C  -4.644  3.771  0.611
S  -4.951  3.010  -1.014
C  -5.697  1.423  -0.587
H  -5.600  4.154  0.980
H  -3.967  4.622  0.431
H  -4.168  3.079  1.318
H  -5.210  0.942  0.270
H  -5.592  0.777  -1.458
H  -6.757  1.591  -0.425
S  -3.098  1.652  3.121
C  -0.014  -5.844  -0.721
C  0.660  -4.874  -1.453
C  0.466  -3.511  -1.186
C  -0.418  -3.133  -0.191
C  -1.084  -4.095  0.572
C  -0.906  -5.443  0.267
P  -0.715  -1.343  -0.044
C  -2.076  -1.158  -1.261
C  -1.981  -0.260  -2.325
C  -3.047  -0.143  -3.228
C  -4.164  -0.938  -3.083
C  -4.226  -1.890  -2.060
C  -3.214  -1.951  -1.094
C  -1.505  -1.205  1.598
C  -0.914  -1.727  2.768
C  -1.503  -1.531  4.024
C  -2.608  -0.719  4.176
C  -3.322  -0.161  3.001
C  -2.645  -0.422  1.716
H  0.130  -6.925  -0.914
H  1.316  -5.125  -2.288
H  0.970  -2.756  -1.812
H  -1.753  -3.794  1.383
H  -1.438  -6.183  0.859
H  -1.084  0.358  -2.440
H  -2.988  0.619  -4.028
H  -4.983  -0.847  -3.808
H  -5.073  -2.583  -1.966
H  -3.381  -2.541  -0.190
H  -0.058  -2.384  2.643
H  -1.050  -1.973  4.910
H  -2.966  -0.450  5.175
H  -4.389  -0.432  2.953
H  -3.085  0.027  0.826

Lowest unoccupied orbital energy (eV): 3.821
Frontier orbital gap (eV): 2.82
Net charge: -2

Atomic partial charges in e from the Mulliken method, atoms 1 to 5: 0.72 -1.46 2.44 -1.26 -2.21

A molecular structure, C37H38AsBrN5PtS. Source: the OMol25 dataset; level of theory: the ωB97M-V functional and the def2-TZVPD basis.

Element x y z (Å)
Pt  -0.760  -0.472  2.348
N  -0.430  -3.226  5.943
C  -0.766  -2.335  4.952
S  -1.261  -2.974  3.454
N  -0.632  -1.083  5.336
N  -0.828  -0.136  4.380
C  -0.915  1.053  4.855
C  -1.102  2.282  4.078
C  -0.530  3.443  4.606
C  -0.628  4.631  3.911
C  -1.327  4.631  2.713
C  -1.900  3.441  2.294
N  -1.796  2.288  2.945
H  -0.796  -4.154  5.825
H  -0.391  -2.855  6.879
H  -0.783  1.156  5.929
H  0.014  3.382  5.540
H  -0.165  5.533  4.290
H  -1.440  5.529  2.120
H  -2.474  3.413  1.373
Br  5.350  2.233  2.030
C  3.591  1.500  2.160
C  3.417  0.248  2.725
C  2.138  -0.285  2.807
C  1.024  0.405  2.318
C  1.241  1.681  1.788
C  2.514  2.231  1.696
H  4.271  -0.307  3.090
H  2.009  -1.270  3.239
H  0.406  2.250  1.394
H  2.661  3.210  1.257
C  1.190  -5.447  -4.529
C  0.997  -4.248  -3.637
C  1.195  -4.327  -2.269
C  1.039  -3.220  -1.440
C  1.260  -3.400  0.042
C  0.657  -1.984  -1.991
As  0.701  -0.526  -0.647
N  -0.830  -0.731  0.318
C  -2.064  -1.251  -0.010
C  -2.426  -1.804  -1.249
C  -3.682  -2.356  -1.446
C  -4.629  -2.383  -0.429
C  -4.300  -1.802  0.789
C  -3.061  -1.224  0.990
C  0.541  1.171  -1.661
C  -0.527  2.079  -1.651
C  -1.866  1.781  -1.035
C  -0.370  3.319  -2.273
C  0.807  3.695  -2.897
C  0.942  5.035  -3.572
C  1.864  2.795  -2.885
C  1.751  1.555  -2.270
C  2.951  0.640  -2.292
C  0.411  -1.902  -3.372
C  -0.123  -0.662  -4.042
C  0.599  -3.029  -4.166
H  1.383  -6.345  -3.942
H  2.034  -5.298  -5.206
H  0.305  -5.623  -5.142
H  1.479  -5.277  -1.827
H  1.559  -4.424  0.262
H  0.357  -3.179  0.615
H  2.035  -2.724  0.411
H  -1.710  -1.821  -2.056
H  -3.918  -2.783  -2.415
H  -5.602  -2.829  -0.587
H  -5.026  -1.780  1.594
H  -2.895  -0.680  1.925
H  -1.779  1.497  0.014
H  -2.361  0.948  -1.539
H  -2.515  2.655  -1.116
H  -1.206  4.012  -2.267
H  0.066  5.656  -3.385
H  1.046  4.918  -4.653
H  1.823  5.570  -3.214
H  2.804  3.068  -3.355
H  3.789  1.118  -2.799
H  2.726  -0.294  -2.813
H  3.265  0.377  -1.278
H  -0.866  -0.171  -3.414
H  -0.591  -0.928  -4.991
H  0.656  0.075  -4.243
H  0.400  -2.955  -5.232

Lowest unoccupied orbital energy (eV): 2.462
Frontier orbital gap (eV): 6.41
Net charge: -1

Atomic partial charges in e from the Mulliken method, atoms 1 to 5: 0.94 -0.47 0.46 -0.50 -1.36

A molecular structure, C37H38AsNSSiW at a distorted geometry. Source: the OMol25 dataset; level of theory: the ωB97M-V functional and the def2-TZVPD basis.

Element x y z (Å)
W  -16.299  5.720  13.885
C  -17.319  4.005  13.259
Si  -18.230  5.067  11.934
C  -18.067  7.037  12.331
N  -17.101  7.553  13.312
C  -17.835  8.404  14.369
C  -18.213  9.795  13.774
C  -16.980  10.560  13.282
C  -15.742  9.688  13.404
C  -15.979  8.374  12.740
C  -20.083  4.894  11.890
C  -20.772  5.115  13.056
C  -22.187  4.947  13.223
C  -22.877  4.809  12.002
C  -22.184  4.696  10.775
C  -20.817  4.634  10.729
C  -17.539  4.801  10.155
C  -16.507  3.869  10.017
C  -15.882  3.804  8.778
C  -16.209  4.669  7.721
C  -17.282  5.561  7.896
C  -17.967  5.636  9.101
H  -16.648  3.287  12.833
H  -18.044  3.585  13.932
H  -19.112  7.328  12.566
H  -17.893  7.419  11.328
H  -17.184  8.591  15.330
H  -18.722  7.832  14.725
H  -18.657  10.391  14.610
H  -19.002  9.768  13.034
H  -16.809  11.519  13.774
H  -17.159  10.756  12.183
H  -15.558  9.409  14.494
H  -14.871  10.218  12.961
H  -15.058  7.706  12.815
H  -16.182  8.381  11.682
H  -20.288  5.360  14.022
H  -22.726  5.021  14.196
H  -23.970  4.750  12.017
H  -22.797  4.668  9.845
H  -20.366  4.454  9.764
H  -16.237  3.230  10.884
H  -15.131  3.047  8.706
H  -15.778  4.488  6.698
H  -17.639  6.304  7.176
H  -18.658  6.473  9.254
S  -15.900  5.724  16.167
C  -14.298  6.529  16.252
C  -13.884  7.080  17.404
C  -12.665  7.761  17.488
C  -12.007  8.114  16.329
C  -12.353  7.425  15.116
C  -13.457  6.568  15.062
As  -13.892  5.296  13.599
C  -13.055  3.486  14.069
C  -12.066  2.858  13.312
C  -11.168  1.976  13.883
C  -11.364  1.535  15.201
C  -12.440  2.037  15.911
C  -13.291  3.012  15.333
C  -12.495  5.651  12.334
C  -11.178  5.747  12.689
C  -10.248  5.995  11.685
C  -10.582  6.158  10.336
C  -11.908  6.336  10.036
C  -12.843  5.841  10.954
H  -14.460  7.128  18.330
H  -12.204  8.015  18.422
H  -11.145  8.815  16.332
H  -11.700  7.639  14.220
H  -12.105  3.051  12.193
H  -10.450  1.523  13.187
H  -10.703  0.888  15.723
H  -12.500  1.666  16.944
H  -14.112  3.418  15.894
H  -10.812  5.543  13.694
H  -9.232  6.063  12.105
H  -9.803  6.112  9.571
H  -12.275  6.785  9.133
H  -13.808  5.501  10.581

Lowest unoccupied orbital energy (alpha / beta) (eV): -7.161 / -7.329
Frontier orbital gap (alpha / beta) (eV): 6.58 / 6.62
2S+1: 3
Net charge: +2

Atomic partial charges in e from the Mulliken method, atoms 1 to 5: 0.87 -0.87 0.15 -0.62 0.04

A molecular structure, C37H38BIrN4O6P2S. Source: the OMol25 dataset; level of theory: the ωB97M-V functional and the def2-TZVPD basis.

Element x y z (Å)
Ir  -0.378  0.128  0.934
C  -1.272  3.285  0.726
C  -0.533  3.080  2.069
P  0.820  1.906  1.683
C  1.922  2.962  0.697
C  2.833  3.771  1.384
C  3.584  4.715  0.706
C  3.425  4.875  -0.665
C  2.518  4.083  -1.351
C  1.772  3.127  -0.676
C  1.845  1.338  3.053
C  3.114  0.913  2.775
C  3.833  0.110  3.675
C  3.221  -0.348  4.867
C  1.973  0.047  5.205
C  1.222  1.036  4.381
P  -1.555  1.684  -0.191
C  -1.317  2.011  -1.948
C  -0.912  0.979  -2.787
C  -0.773  1.207  -4.149
C  -1.037  2.464  -4.672
C  -1.452  3.495  -3.838
C  -1.597  3.270  -2.479
C  -3.334  1.385  -0.013
C  -3.912  1.473  1.254
C  -5.263  1.222  1.421
C  -6.044  0.880  0.325
C  -5.473  0.786  -0.935
C  -4.120  1.035  -1.107
H  -0.687  3.943  0.083
H  -2.239  3.759  0.894
H  -1.186  2.619  2.811
H  -0.166  4.032  2.456
H  2.963  3.657  2.454
H  4.291  5.329  1.247
H  4.012  5.613  -1.194
H  2.389  4.201  -2.419
H  1.092  2.505  -1.235
H  3.568  1.159  1.821
H  4.835  -0.208  3.423
H  3.759  -1.031  5.509
H  1.488  -0.298  6.108
H  1.129  1.967  4.959
H  -0.715  -0.005  -2.381
H  -0.457  0.401  -4.799
H  -0.924  2.642  -5.733
H  -1.666  4.473  -4.248
H  -1.934  4.076  -1.839
H  -3.309  1.718  2.119
H  -5.705  1.291  2.406
H  -7.101  0.688  0.455
H  -6.082  0.521  -1.789
H  -3.682  0.957  -2.094
O  -0.913  -1.616  4.605
S  -0.688  -0.668  3.575
O  -1.837  -0.185  2.803
O  -0.187  0.699  4.224
O  0.352  -1.096  2.579
O  1.310  -1.763  -0.559
B  1.019  -0.400  -0.430
O  1.770  0.329  -1.346
C  2.519  -0.590  -2.051
C  3.412  -0.371  -3.073
C  4.026  -1.501  -3.611
C  3.748  -2.776  -3.131
C  2.844  -2.982  -2.090
C  2.242  -1.859  -1.572
H  3.622  0.626  -3.436
H  4.736  -1.383  -4.418
H  4.247  -3.628  -3.572
H  2.628  -3.970  -1.707
C  -0.881  -5.504  -1.974
C  -1.025  -5.811  -0.487
C  0.277  -5.542  0.263
C  -2.207  -5.067  0.138
N  -2.053  -3.614  0.063
C  -1.351  -2.798  0.840
N  -1.436  -1.596  0.312
N  -2.199  -1.696  -0.795
N  -2.568  -2.905  -0.950
H  -0.094  -6.118  -2.410
H  -0.611  -4.457  -2.137
H  -1.806  -5.700  -2.518
H  -1.276  -6.870  -0.372
H  0.606  -4.507  0.129
H  1.069  -6.185  -0.121
H  0.181  -5.738  1.333
H  -2.321  -5.323  1.191
H  -3.137  -5.294  -0.380
H  -0.802  -3.067  1.726

Lowest unoccupied orbital energy (alpha / beta) (eV): -2.239 / -3.675
Frontier orbital gap (alpha / beta) (eV): 7.98 / 7.26
2S+1: 2
Net charge: +1

Atomic partial charges in e from the Mulliken method, atoms 1 to 5: 1.28 -1.25 -1.29 1.10 1.34

A molecular structure, C37H38Cl3N3O2P2STi. Source: the OMol25 dataset; level of theory: the ωB97M-V functional and the def2-TZVPD basis.

Element x y z (Å)
Ti  0.294  0.149  -1.408
C  -0.322  -3.151  -1.471
P  1.106  -2.213  -0.790
C  1.048  -2.856  0.930
C  -0.122  -2.647  1.656
C  -0.281  -3.200  2.915
C  0.737  -3.951  3.484
C  1.913  -4.149  2.775
C  2.065  -3.609  1.509
C  2.620  -2.985  -1.441
C  2.611  -4.075  -2.308
C  3.797  -4.564  -2.836
C  5.004  -3.975  -2.495
C  5.023  -2.888  -1.631
C  3.839  -2.389  -1.121
C  -1.569  -2.328  -1.295
C  -2.882  -2.718  -1.271
C  -3.658  -1.528  -1.340
C  -2.772  -0.486  -1.410
C  -3.009  0.953  -1.778
P  -1.486  1.975  -1.539
C  -1.817  2.991  -0.055
C  -2.898  2.759  0.795
C  -3.070  3.514  1.947
C  -2.151  4.494  2.282
C  -1.048  4.706  1.465
C  -0.879  3.954  0.317
C  -1.537  3.148  -2.937
C  -1.321  2.578  -4.194
C  -1.258  3.372  -5.325
C  -1.399  4.748  -5.214
C  -1.610  5.321  -3.969
C  -1.679  4.525  -2.835
N  -1.481  -0.957  -1.343
H  -0.406  -4.135  -1.001
H  -0.137  -3.292  -2.542
H  -0.938  -2.084  1.213
H  -1.213  -3.055  3.440
H  0.610  -4.389  4.464
H  2.710  -4.743  3.201
H  2.977  -3.806  0.960
H  1.680  -4.555  -2.574
H  3.773  -5.406  -3.514
H  5.929  -4.354  -2.909
H  5.962  -2.417  -1.373
H  3.861  -1.519  -0.472
H  -3.247  -3.729  -1.239
H  -4.732  -1.462  -1.386
H  -3.867  1.387  -1.258
H  -3.234  1.037  -2.850
H  -3.629  1.998  0.560
H  -3.931  3.333  2.577
H  -2.289  5.090  3.174
H  -0.314  5.456  1.726
H  0.002  4.115  -0.295
H  -1.177  1.505  -4.292
H  -1.078  2.911  -6.285
H  -1.340  5.373  -6.093
H  -1.724  6.392  -3.877
H  -1.862  4.992  -1.876
Cl  4.091  0.207  -4.019
C  2.588  1.103  -3.851
Cl  2.438  1.561  -2.071
Cl  2.636  2.602  -4.749
C  1.391  0.190  -4.329
O  1.344  -0.011  -5.524
O  0.643  -0.241  -3.418
C  2.327  -0.878  5.075
C  1.137  0.019  4.796
N  1.355  0.760  3.558
C  0.534  0.787  2.492
S  1.197  1.038  0.954
N  -0.800  0.697  2.675
C  -1.545  1.173  3.839
C  -2.490  0.134  4.404
H  2.210  -1.374  6.037
H  3.248  -0.298  5.115
H  2.429  -1.637  4.305
H  0.979  0.710  5.631
H  0.230  -0.574  4.674
H  2.320  0.924  3.314
H  -1.307  0.751  1.799
H  -2.103  2.052  3.508
H  -0.835  1.528  4.588
H  -3.218  -0.174  3.655
H  -3.038  0.541  5.252
H  -1.960  -0.755  4.737

Lowest unoccupied orbital energy (alpha / beta) (eV): 0.326 / 0.328
Frontier orbital gap (alpha / beta) (eV): 6.58 / 7.41
2S+1: 3

Atomic partial charges in e from the Mulliken method, atoms 1 to 5: 0.42 -1.22 2.07 0.50 -0.45

What is the formula in the fourth record? C37H38BIrN4O6P2S

Which formula does entry 5 have? C37H38Cl3N3O2P2STi